79
Properties=species:S:1:pos:R:3:lowdin_charge:R:1 method="wB97M-V/def2-TZVPD" total_charge=+4 gap_ev="6.75 / 5.67" homo_energy_ev="-19.833 / -20.181" e_lumo_ev="-13.08 / -14.51" e_above_lowest_kcal_mol=114.2 spin_multiplicity=5
Os 0.37 0.02 0.13 0.6843
S 0.24 -2.59 -3.76 1.0517
S 0.44 -1.84 1.58 0.7452
P -0.50 1.81 0.95 0.5901
P -1.73 -0.75 -0.62 0.6622
P 2.35 0.93 -0.22 0.5977
N -0.96 -1.05 3.72 -0.2107
N 1.43 -0.80 3.78 -0.1435
C -1.78 -2.27 3.75 -0.0287
C 0.28 -1.13 3.15 -0.6238
C -1.61 0.27 -5.96 0.0006
C -0.82 3.18 -0.25 -0.1743
C -1.34 -0.02 4.70 -0.0352
C 2.69 -1.31 3.22 -0.0592
C 0.61 2.53 2.21 -0.2040
C -2.07 -2.34 -1.47 -0.2411
C -1.71 -2.54 -5.54 -0.0440
C -0.82 -1.73 -4.81 -0.5545
C -2.06 1.82 1.86 -0.2130
C -2.66 0.40 -1.68 -0.2440
C -2.51 -0.54 -6.69 0.0448
C 2.97 -2.48 -3.07 -0.0787
C 3.53 1.35 1.12 -0.2075
C -0.74 -0.34 -5.06 -0.0774
C 2.87 -1.48 -4.02 -0.1170
C 3.44 -0.12 -1.24 -0.2490
C 2.35 2.41 -1.29 -0.2282
C 1.49 -0.43 5.20 0.0091
C -2.93 -0.98 0.76 -0.2359
C -2.56 -1.92 -6.47 0.0104
H -2.39 -0.99 1.73 -0.0100
H 0.13 3.51 -0.69 0.0302
H -1.60 1.36 -6.09 0.1432
H 3.66 -2.34 -2.24 0.0544
H 1.00 1.71 2.82 0.0269
H 2.54 -0.42 5.50 0.1147
H -2.81 -2.93 -0.90 0.0691
H -2.07 0.95 2.53 0.0152
H 1.16 -1.57 -3.57 -0.0986
H -2.50 -2.15 -2.46 0.0487
H 3.52 -0.97 3.85 0.1188
H -2.93 1.79 1.19 0.0589
H -2.84 -2.01 3.65 0.1116
H 4.17 0.49 1.32 0.0596
H -1.74 -3.62 -5.31 0.1407
H -1.62 -2.79 4.71 0.1301
H 1.57 2.35 -2.06 0.0545
H 2.95 -0.28 -2.20 -0.0069
H -1.31 4.03 0.24 0.0981
H -3.54 -0.09 -2.12 0.0843
H 0.06 3.23 2.84 0.0841
H -2.01 0.74 -2.49 0.0393
H 1.12 0.59 5.36 0.1036
H 3.32 2.49 -1.79 0.0804
H -0.03 0.25 -4.50 0.1061
H 4.41 0.37 -1.38 0.1011
H 3.55 -0.62 -4.12 0.0985
H 1.43 3.07 1.72 0.0554
H 2.19 -1.49 -4.91 0.0705
H -1.14 -0.37 5.72 0.1116
H 3.60 -1.08 -0.74 0.0547
H -1.47 2.79 -1.05 0.0424
H -1.18 -2.96 -1.60 0.0039
H 2.19 3.30 -0.68 0.0545
H 3.04 1.63 2.05 0.0298
H -1.48 -2.93 2.93 0.0734
H -2.43 0.13 4.64 0.1181
H -3.67 -0.17 0.76 0.0682
H -2.14 2.74 2.46 0.0933
H -3.47 -1.94 0.68 0.0765
H 2.53 -3.50 -3.14 0.0760
H 2.70 -2.42 3.21 0.1222
H -3.29 -2.57 -6.97 0.1413
H 4.16 2.19 0.78 0.0889
H 0.95 -1.13 5.84 0.1237
H -3.02 1.27 -1.13 0.0433
H 2.84 -0.95 2.20 0.0294
H -0.84 0.93 4.50 0.0877
H -3.18 -0.05 -7.41 0.1519